DFT (the ωB97M-V functional and the def2-TZVPD basis) results for C36H32Cl2N7O4S6Ta as an isolated structure.

Structure (XYZ):
```
88
Properties=species:S:1:pos:R:3:forces:R:3
Ta 0.6630 0.4733 0.0786 -0.16 0.10 -0.47
N 0.2955 3.8540 -3.1628 -0.09 -0.04 0.07
C 0.0908 2.7364 -2.4208 0.02 0.12 -0.05
S 1.4945 1.9102 -1.8491 0.11 0.05 -0.02
N -1.1466 2.3975 -2.1977 0.24 -0.44 0.26
N -1.2443 1.2422 -1.4397 -0.40 0.39 -0.35
C -2.4308 0.7685 -1.4786 0.13 -0.05 0.08
C -2.7868 -0.4246 -0.7236 0.18 0.24 -0.12
C -4.0118 -1.0559 -0.9140 -0.03 -0.03 0.04
C -4.2772 -2.2096 -0.2018 0.03 0.02 0.03
C -3.3147 -2.6802 0.6792 0.01 -0.01 0.01
C -2.1292 -1.9752 0.8144 -0.05 0.11 -0.06
N -1.8602 -0.8653 0.1250 -0.08 -0.11 0.16
H 1.2214 4.0761 -3.4797 -0.01 -0.04 0.02
H -0.4977 4.2460 -3.6406 0.01 0.02 -0.04
H -3.1774 1.2711 -2.0866 0.01 -0.04 0.00
H -4.7255 -0.6463 -1.6146 -0.01 0.02 -0.03
H -5.2137 -2.7342 -0.3301 -0.03 -0.02 0.00
H -3.4735 -3.5759 1.2620 -0.01 -0.03 0.01
H -1.3607 -2.2989 1.5004 0.05 -0.04 0.03
C -3.3588 2.0538 4.7629 -0.09 0.08 -0.01
C -1.9815 1.7385 5.3183 0.10 -0.04 0.07
N -1.2701 0.7028 4.5617 -0.05 -0.08 0.12
C -1.2598 -0.6475 5.1189 0.11 0.06 0.05
C -2.4698 -1.4695 4.7027 -0.02 -0.04 0.00
C -0.7099 0.9947 3.3840 0.06 0.08 -0.07
S 0.0472 -0.2717 2.5113 0.00 0.04 0.12
N -0.7786 2.3054 3.0580 0.00 -0.17 -0.01
C -0.5771 2.7684 1.8619 0.04 0.09 -0.32
O -0.4093 2.0760 0.7814 0.04 -0.14 0.23
C -0.5968 4.2397 1.6773 -0.01 -0.09 0.07
C -0.0703 4.7935 0.5155 -0.01 0.04 0.01
C -0.0680 6.1689 0.3490 0.01 -0.02 0.01
C -0.5937 6.9898 1.3361 0.00 -0.01 0.01
C -1.1167 6.4376 2.4987 0.00 -0.02 0.01
C -1.1133 5.0647 2.6726 -0.03 0.05 -0.01
H -3.8273 2.8268 5.3721 -0.04 0.03 0.01
H -4.0088 1.1799 4.7713 0.00 -0.04 0.00
H -3.2886 2.4243 3.7407 0.03 -0.01 0.01
H -2.0548 1.3681 6.3414 -0.04 0.04 -0.02
H -1.3649 2.6352 5.3277 -0.01 0.00 0.01
H -1.2203 -0.5343 6.2033 -0.03 -0.06 -0.01
H -0.3370 -1.1401 4.8165 -0.05 0.02 -0.01
H -3.3906 -1.0736 5.1298 -0.02 0.03 0.01
H -2.3569 -2.4985 5.0436 0.00 -0.03 0.02
H -2.5684 -1.4762 3.6173 0.01 0.00 -0.02
H 0.3594 4.1482 -0.2353 0.01 -0.04 -0.05
H 0.3518 6.5974 -0.5508 0.01 0.02 -0.02
H -0.5911 8.0635 1.2046 0.00 0.03 -0.01
H -1.5227 7.0774 3.2708 -0.01 0.02 0.00
H -1.5103 4.6189 3.5735 0.00 -0.01 0.01
O 7.6002 1.6765 1.4877 0.10 0.04 0.02
C 6.4418 1.4697 1.2680 -0.04 -0.03 0.01
S 5.8675 0.1450 0.2259 -0.05 0.04 0.01
C 4.1689 0.5097 0.4107 -0.09 -0.05 -0.17
C 3.8316 1.5387 1.1939 -0.09 0.09 -0.05
S 2.1804 1.9925 1.3870 0.01 -0.04 0.08
S 5.1185 2.4386 1.9592 0.03 -0.05 -0.05
S 2.9604 -0.4180 -0.4056 0.06 -0.10 0.16
Cl 3.9621 -5.7626 -2.0733 -0.02 0.02 -0.01
C 4.0649 -4.1252 -2.6772 0.08 0.00 0.07
C 5.2150 -3.4115 -2.4140 0.04 0.02 0.00
C 5.3301 -2.1080 -2.8685 -0.09 -0.06 -0.01
C 4.2815 -1.5535 -3.5779 -0.04 -0.03 0.03
C 3.1356 -2.2861 -3.8478 0.06 0.17 -0.10
Cl 1.9274 -1.5031 -4.8221 -0.03 -0.07 0.02
C 2.9832 -3.6056 -3.4084 0.01 -0.05 0.20
N 1.9014 -4.4237 -3.6687 -0.06 -0.15 -0.31
C 0.5423 -4.0161 -3.8253 0.08 -0.01 0.14
C -0.0734 -4.1835 -5.0601 -0.02 0.03 0.01
C -1.3932 -3.8168 -5.2401 -0.03 0.02 0.03
C -2.1079 -3.2751 -4.1771 0.03 -0.02 -0.04
C -1.5005 -3.1323 -2.9446 0.03 -0.01 0.01
C -0.1742 -3.5105 -2.7468 -0.07 0.02 -0.01
C 0.4204 -3.3822 -1.3714 -0.09 -0.10 0.06
C 0.5032 -1.9721 -0.8860 -0.04 0.29 0.05
O 0.6599 -1.7143 0.3463 0.03 -0.38 0.09
O 0.4131 -0.9744 -1.6481 0.20 0.18 0.05
H 6.0061 -3.8831 -1.8488 0.02 0.01 0.01
H 6.2215 -1.5334 -2.6693 0.04 0.04 0.03
H 4.3302 -0.5373 -3.9402 0.01 0.04 0.00
H 2.0290 -5.3761 -3.3617 -0.01 0.07 -0.03
H 0.5152 -4.5728 -5.8787 0.02 -0.03 -0.03
H -1.8602 -3.9379 -6.2078 -0.02 0.00 -0.02
H -3.1374 -2.9716 -4.3101 -0.04 0.01 -0.01
H -2.0606 -2.7191 -2.1132 -0.01 -0.02 0.01
H 1.4254 -3.8039 -1.2958 0.01 0.03 -0.07
H -0.1875 -3.9325 -0.6467 0.03 0.03 0.02
```
Forces are in eV/Å.

Computed properties:
- energy above the lowest of the compared OMol25 structures with the same formula, charge and spin (kJ/mol) = 88.9
- E (eV) = -148086.127
- orbital gap (eV) = 6.2
- HOMO energy (eV) = -6.783